[1]
This record from OMol25 describes C9H7N5O in the gas phase in a non-equilibrium geometry. The level of theory is ωB97M-V/def2-TZVPD.

Atoms and positions in Å:
N (1.27030, -1.43112, -3.29117)
C (0.00807, -1.31711, -2.79919)
N (-0.99521, -1.83284, -3.45639)
N (-2.04916, -1.49743, -2.68688)
C (-1.72810, -0.81720, -1.52573)
N (-2.41696, -0.25353, -0.53099)
N (-1.79786, 0.32047, 0.51142)
C (-0.43350, 0.40656, 0.60940)
C (0.26871, 0.96871, 1.80063)
C (-0.31110, 1.52419, 2.89095)
C (0.74334, 1.85511, 3.83562)
C (1.92600, 1.46101, 3.24266)
O (1.66607, 0.98424, 2.00769)
C (0.28201, -0.05306, -0.48811)
C (-0.36622, -0.66136, -1.56562)
H (1.39759, -2.07860, -4.06662)
H (2.02383, -1.24727, -2.63638)
H (-3.01768, -1.80909, -2.86322)
H (-1.37633, 1.67648, 3.05213)
H (0.63272, 2.26846, 4.82780)
H (2.94348, 1.55509, 3.60050)
H (1.33001, -0.02170, -0.46850)

Output
F_max = 0.090 Eh/bohr
M = 201.19 g mol⁻¹
gap between HOMO and LUMO = 7.93 eV
SMILES string = Nc1n[nH]c2nnc(-c3ccco3)cc12

Atom charges from the Mulliken analysis, given in e for atoms 1 to 8: number 1, N, carries -0.433; number 2, C, carries 0.240; number 3, N, carries -0.888; number 4, N, carries 0.189; number 5, C, carries -0.247; number 6, N, carries -0.706; number 7, N, carries -0.328; number 8, C, carries 0.162

[2]
This record from OMol25 describes a molecular structure, C40H98N4O11 in a non-equilibrium geometry. The level of theory is ωB97M-V/def2-TZVPD.

Atoms and positions in Å:
C (16.40882, 12.48262, -3.54344)
C (16.26166, 13.08608, -4.93687)
O (17.40134, 13.88850, -5.27390)
H (16.25521, 13.20673, -2.74332)
H (17.32819, 11.90588, -3.44225)
H (15.51832, 11.87825, -3.37077)
H (15.35902, 13.67780, -5.08921)
H (16.10869, 12.21878, -5.57911)
H (18.14761, 13.32602, -5.49367)
C (13.58266, 15.38356, -3.64141)
C (14.73488, 15.56932, -4.69194)
O (14.67833, 16.90499, -5.11910)
H (13.64245, 14.33080, -3.36538)
H (12.59376, 15.63807, -4.02274)
H (13.80230, 15.82025, -2.66715)
H (14.66808, 14.83321, -5.49305)
H (15.65527, 15.40068, -4.13288)
H (14.78180, 17.36781, -4.28442)
O (16.23394, 13.96200, -6.84439)
H (15.75328, 14.78977, -6.84638)
H (16.65854, 13.93309, -5.98700)
O (18.48678, 15.27543, -3.85172)
H (19.14126, 14.57701, -3.86101)
H (17.68449, 14.85667, -4.16351)
O (16.61094, 10.17193, -5.74955)
H (17.10305, 10.93447, -6.05382)
H (15.69930, 10.37568, -5.95841)
O (17.88077, 10.16418, -3.62918)
H (17.40518, 10.40204, -4.42510)
H (17.65117, 10.84731, -2.99921)
O (17.94219, 11.87578, -6.29296)
H (18.62435, 11.20755, -6.35901)
H (18.23238, 12.57383, -6.88012)
C (11.60318, 13.48616, 0.78352)
C (12.84315, 14.27246, 1.28080)
C (13.73352, 13.38790, 2.13933)
C (14.88616, 12.63861, 1.44416)
C (15.62862, 13.57922, 0.39458)
C (14.75105, 14.28168, -0.58264)
N (13.60355, 14.90184, 0.13110)
O (12.88177, 15.77534, -0.58690)
C (15.63432, 15.34298, -1.25094)
C (14.33481, 13.25219, -1.71452)
C (12.39356, 15.38863, 2.12877)
H (11.04786, 12.97955, 1.57286)
H (11.99070, 12.80001, 0.03044)
H (10.82649, 13.96586, 0.18791)
H (14.24405, 13.88226, 2.96581)
H (13.19647, 12.53792, 2.56027)
H (14.51454, 11.86970, 0.76684)
H (15.66562, 12.19081, 2.06061)
H (16.21918, 12.84662, -0.15555)
H (16.33483, 14.17638, 0.97146)
H (16.35827, 14.96651, -1.97361)
H (14.97967, 15.88632, -1.93235)
H (16.02822, 16.08747, -0.55908)
H (14.06167, 12.30642, -1.24653)
H (13.45084, 13.58851, -2.25635)
H (15.19606, 13.08787, -2.36210)
H (13.19701, 16.07828, 2.38750)
H (11.91766, 15.05758, 3.05182)
H (11.64850, 15.91989, 1.53654)
H (13.37595, 16.59731, -0.54477)
C (17.92705, 8.92664, -7.68420)
C (19.33921, 9.57690, -7.46267)
C (19.43847, 10.68368, -8.56220)
C (20.77105, 11.45449, -8.46489)
C (20.88552, 12.24209, -7.11956)
C (20.65892, 11.20570, -5.95135)
N (19.47529, 10.31602, -6.12777)
O (19.18085, 9.47265, -5.10564)
C (22.00614, 10.48911, -5.72080)
C (20.38448, 12.14393, -4.78843)
C (20.25723, 8.37373, -7.77995)
H (17.68904, 8.24426, -6.86823)
H (17.94121, 8.56415, -8.71206)
H (17.17385, 9.70169, -7.54254)
H (19.24288, 10.14802, -9.49113)
H (18.65813, 11.44305, -8.51183)
H (20.90661, 12.12368, -9.31455)
H (21.48030, 10.63389, -8.57295)
H (20.24487, 13.12170, -7.05669)
H (21.88993, 12.66313, -7.16405)
H (22.54989, 10.11499, -6.58826)
H (22.67670, 11.08429, -5.10096)
H (21.87474, 9.58716, -5.12304)
H (20.30563, 11.70995, -3.79166)
H (21.05752, 12.98140, -4.60469)
H (19.36011, 12.51401, -4.83072)
H (20.18790, 8.00602, -8.80371)
H (20.04267, 7.58376, -7.06022)
H (21.31702, 8.52779, -7.57691)
H (18.25118, 9.69124, -5.00801)
C (11.79095, 12.41487, -1.53009)
C (12.33795, 12.18168, -2.93633)
C (13.76876, 11.54274, -2.76214)
C (13.67209, 9.96829, -2.42802)
C (12.88840, 9.36127, -3.49496)
C (11.40801, 9.82184, -3.54524)
N (11.43932, 11.27964, -3.74165)
O (10.31523, 11.89407, -4.18200)
C (10.80433, 9.16444, -4.78511)
C (10.65118, 9.24974, -2.36576)
C (12.55702, 13.47052, -3.61900)
H (11.85210, 13.46031, -1.22776)
H (12.40154, 11.87498, -0.80633)
H (10.78676, 12.04648, -1.32033)
H (14.37060, 11.71020, -3.65537)
H (14.25412, 12.13202, -1.98415)
H (13.13139, 10.00280, -1.48220)
H (14.66194, 9.54551, -2.25608)
H (12.84154, 8.28601, -3.32253)
H (13.41410, 9.56090, -4.42871)
H (10.68948, 8.08073, -4.76341)
H (9.90685, 9.65322, -5.16421)
H (11.39841, 9.35350, -5.67922)
H (9.64087, 9.64494, -2.47157)
H (10.56169, 8.16369, -2.38983)
H (11.05652, 9.50836, -1.38754)
H (12.99694, 13.48439, -4.61619)
H (13.15304, 14.19323, -3.06172)
H (11.63452, 14.03212, -3.76634)
H (10.40442, 11.90010, -5.13783)
C (18.44890, 9.80540, 1.61994)
C (17.16847, 9.24598, 0.91808)
C (16.00608, 9.70488, 1.83044)
C (14.69671, 9.63766, 1.14745)
C (14.69056, 10.58596, -0.03445)
C (15.79763, 10.22729, -1.03861)
N (17.11566, 10.03030, -0.34895)
O (18.22227, 9.83085, -1.19825)
C (15.43825, 8.95496, -1.90453)
C (15.95945, 11.41315, -2.06224)
C (17.28115, 7.68601, 0.82205)
H (18.53345, 10.89119, 1.57505)
H (19.31184, 9.54210, 1.00828)
H (18.57167, 9.48657, 2.65501)
H (16.04593, 9.12086, 2.74992)
H (16.23656, 10.70415, 2.19979)
H (13.82704, 9.88533, 1.75609)
H (14.54853, 8.60192, 0.84184)
H (14.92902, 11.56355, 0.38454)
H (13.76872, 10.70666, -0.60345)
H (14.47475, 8.49242, -1.69045)
H (15.18234, 9.25237, -2.92147)
H (16.20965, 8.18501, -1.91899)
H (16.29641, 12.33862, -1.59525)
H (16.60152, 11.26791, -2.93101)
H (14.99289, 11.60923, -2.52638)
H (18.21386, 7.44330, 0.31291)
H (16.51447, 7.16780, 0.24607)
H (17.23613, 7.10117, 1.74077)
H (17.97563, 8.95834, -1.51367)

Output
F_max = 0.357 Eh/bohr
M = 811.24 g mol⁻¹
gap between HOMO and LUMO = 7.56 eV

Atom charges from the Mulliken analysis, given in e for atoms 1 to 8: number 1, C, carries 2.206; number 2, C, carries -1.022; number 3, O, carries -0.501; number 4, H, carries -0.561; number 5, H, carries 1.590; number 6, H, carries 1.097; number 7, H, carries -0.319; number 8, H, carries 0.299

[3]
This record from OMol25 describes a molecular structure, C34H31N5O2P2Se2Ti in a non-equilibrium geometry. The level of theory is ωB97M-V/def2-TZVPD.

Atoms and positions in Å:
Ti (-2.36839, -0.49714, -2.32957)
C (-3.37639, -2.25684, -5.26287)
C (-3.76189, -1.82994, -3.88697)
C (-4.40119, -0.59104, -3.67097)
C (-4.78889, -0.19924, -2.38527)
C (-4.52619, -1.03084, -1.28387)
C (-3.89329, -2.26514, -1.48387)
C (-3.50379, -2.65114, -2.77237)
H (-3.11949, -3.31234, -5.29077)
H (-2.50569, -1.68084, -5.58857)
H (-4.18399, -2.07094, -5.97027)
H (-4.66839, 0.03206, -4.52217)
H (-5.35839, 0.71896, -2.24757)
H (-4.89939, -0.76194, -0.29827)
H (-3.76039, -2.95324, -0.65127)
H (-3.06719, -3.63394, -2.92017)
N (-0.26409, -2.72184, -3.85167)
N (0.53511, -1.59664, -3.58247)
C (-0.08679, -0.43054, -3.34727)
O (0.42161, 0.51626, -2.77097)
O (-1.35999, -0.40784, -3.70337)
H (-0.13799, -3.41504, -3.11127)
H (0.00741, -3.14854, -4.73637)
H (1.53631, -1.67014, -3.39157)
Se (3.46731, -1.22634, -1.27957)
P (2.42601, -0.94944, 0.54993)
C (2.85131, 0.59766, 1.41133)
C (3.48211, 1.62366, 0.71863)
C (3.88931, 2.76056, 1.39453)
C (3.67801, 2.87316, 2.75993)
C (3.05611, 1.84586, 3.45513)
C (2.65371, 0.70246, 2.78723)
C (2.55881, -2.25134, 1.79853)
C (3.79241, -2.86764, 1.95693)
C (3.97011, -3.78264, 2.97823)
C (2.92371, -4.07514, 3.83753)
C (1.69151, -3.46224, 3.67033)
C (1.50191, -2.54324, 2.65543)
C (0.68771, -0.98334, 0.06803)
C (-0.29609, -0.08924, -0.33237)
N (-1.30509, -0.86514, -0.82777)
N (-0.90759, -2.14154, -0.80307)
N (0.25391, -2.22104, -0.27267)
P (-0.78039, 1.65006, -0.22517)
Se (-2.28289, 1.92886, -1.80007)
C (-1.55399, 1.50436, 1.41813)
C (-0.69299, 1.30566, 2.49503)
C (-1.21299, 0.99076, 3.73623)
C (-2.58429, 0.86546, 3.90073)
C (-3.43919, 1.07116, 2.82923)
C (-2.92779, 1.37966, 1.57953)
C (0.50681, 2.91336, -0.27267)
C (0.46981, 3.93586, 0.67683)
C (1.36391, 4.98656, 0.57053)
C (2.26821, 5.03266, -0.48137)
C (2.28551, 4.02026, -1.42937)
C (1.40541, 2.95726, -1.33707)
H (3.66951, 1.51936, -0.34067)
H (4.38091, 3.55246, 0.85143)
H (4.01511, 3.75096, 3.28883)
H (2.89541, 1.92756, 4.51993)
H (2.20321, -0.11354, 3.33373)
H (4.59851, -2.62794, 1.27703)
H (4.92271, -4.27204, 3.09503)
H (3.06741, -4.78694, 4.63563)
H (0.87621, -3.71094, 4.33053)
H (0.54301, -2.06004, 2.52863)
H (0.37621, 1.39256, 2.35263)
H (-0.54709, 0.84126, 4.57223)
H (-2.98449, 0.60466, 4.86723)
H (-4.50539, 0.99166, 2.97093)
H (-3.58769, 1.54426, 0.73413)
H (-0.25799, 3.91966, 1.47683)
H (1.34041, 5.78526, 1.29593)
H (2.94761, 5.86766, -0.57287)
H (2.97471, 4.06316, -2.25797)
H (1.40241, 2.18176, -2.08597)

Output
F_max = 0.072 Eh/bohr
total charge = +2
M = 809.39 g mol⁻¹
gap between HOMO and LUMO = 4.57 eV

Atom charges from the Mulliken analysis, given in e for atoms 1 to 8: number 1, Ti, carries -0.201; number 2, C, carries -1.699; number 3, C, carries 0.638; number 4, C, carries -0.141; number 5, C, carries -0.677; number 6, C, carries 0.107; number 7, C, carries -0.872; number 8, C, carries -0.023

[4]
This record from OMol25 describes 4 unconnected molecules or ions with the total composition C4H16O4 in a non-equilibrium geometry. The level of theory is ωB97M-V/def2-TZVPD.

Atoms and positions in Å:
C (-1.52325, 0.83930, 4.78839)
O (-2.04878, 0.05832, 3.73359)
H (-0.95703, 0.22268, 5.48643)
H (-0.82172, 1.51001, 4.29231)
H (-2.28517, 1.40914, 5.32025)
H (-1.33491, -0.35044, 3.23871)
C (7.13055, 1.89542, 1.42991)
O (7.07311, 3.24194, 1.17784)
H (6.75898, 1.37160, 0.54920)
H (8.15468, 1.53141, 1.51204)
H (6.54918, 1.54040, 2.28084)
H (6.22235, 3.45550, 0.78773)
C (-6.51390, -2.53677, -4.74327)
O (-5.64954, -1.89909, -3.88754)
H (-6.33523, -3.59874, -4.57478)
H (-7.55105, -2.28788, -4.51862)
H (-6.29215, -2.30696, -5.78544)
H (-5.73590, -0.98884, -4.18009)
C (0.65223, -0.56223, -1.46622)
O (0.87934, -0.29635, -0.10583)
H (1.12844, 0.19691, -2.08673)
H (1.10535, -1.51961, -1.72355)
H (-0.42895, -0.61591, -1.59379)
H (1.82326, -0.30988, 0.06857)

Output
F_max = 0.041 Eh/bohr
M = 128.17 g mol⁻¹
gap between HOMO and LUMO = 10.52 eV
SMILES string = CO.CO.CO.CO

Atom charges from the Mulliken analysis, given in e for atoms 1 to 8: number 1, C, carries -0.458; number 2, O, carries -0.501; number 3, H, carries 0.227; number 4, H, carries 0.222; number 5, H, carries 0.212; number 6, H, carries 0.298; number 7, C, carries -0.526; number 8, O, carries -0.489

[5]
This record from OMol25 describes C13H16N2O2 in the gas phase. The level of theory is ωB97M-V/def2-TZVPD.

Atoms and positions in Å:
C (-3.86387, 0.01614, 3.51575)
O (-2.89715, -0.89595, 3.05764)
C (-1.81002, -0.41146, 2.39166)
C (-1.56211, 0.93017, 2.13722)
C (-0.42141, 1.31293, 1.44767)
C (0.47946, 0.36276, 0.99266)
O (1.64133, 0.66948, 0.32489)
C (1.62872, 1.74260, -0.59171)
C (2.11263, 1.22567, -1.95807)
N (1.24932, 0.17830, -2.42422)
C (0.00101, 0.35608, -2.96408)
C (-0.51321, -0.89168, -3.14339)
N (0.37949, -1.82540, -2.71971)
C (1.42141, -1.16662, -2.28597)
C (2.65278, -1.78373, -1.73311)
C (0.23532, -0.98430, 1.25543)
C (-0.89064, -1.36420, 1.94777)
H (-3.44468, 0.71488, 4.24751)
H (-4.63359, -0.58634, 3.99558)
H (-4.30991, 0.57959, 2.68943)
H (-2.24136, 1.69774, 2.47322)
H (-0.24277, 2.36590, 1.28512)
H (0.61870, 2.14978, -0.70311)
H (2.29948, 2.53535, -0.23697)
H (2.11477, 2.05132, -2.67623)
H (3.12542, 0.83159, -1.85881)
H (-0.39010, 1.33016, -3.17755)
H (-1.46197, -1.18082, -3.54835)
H (2.49464, -2.85511, -1.65837)
H (3.50540, -1.60027, -2.38830)
H (2.87585, -1.37883, -0.74717)
H (0.93762, -1.72187, 0.90303)
H (-1.09055, -2.40385, 2.15055)

Output
F_max = 0.014 Eh/bohr
M = 232.28 g mol⁻¹
gap between HOMO and LUMO = 8.83 eV
SMILES string = COc1ccc(OCCn2ccnc2C)cc1

Atom charges from the Mulliken analysis, given in e for atoms 1 to 8: number 1, C, carries -0.836; number 2, O, carries -0.441; number 3, C, carries 0.741; number 4, C, carries -0.447; number 5, C, carries -0.531; number 6, C, carries 0.294; number 7, O, carries -0.342; number 8, C, carries -0.526

[6]
This record from OMol25 describes C9H9NO in the gas phase in a non-equilibrium geometry. The level of theory is ωB97M-V/def2-TZVPD.

Atoms and positions in Å:
C (3.08238, -0.22273, 0.11148)
N (1.67824, -0.11487, -0.05270)
C (0.87566, -1.19936, 0.00204)
C (-0.51816, -0.61547, -0.18442)
C (-1.79642, -1.14940, -0.15581)
C (-2.96849, -0.35807, -0.04430)
C (-2.74281, 1.04170, 0.13182)
C (-1.46658, 1.59008, 0.01464)
C (-0.41381, 0.78778, -0.18457)
C (1.00041, 1.05558, -0.23576)
O (1.46958, 2.18699, -0.14992)
H (3.43916, -0.81163, -0.77298)
H (3.35963, -0.72770, 1.09017)
H (3.36112, 0.81366, -0.01527)
H (1.03983, -1.57054, 1.05828)
H (1.21763, -2.03811, -0.63622)
H (-1.84125, -2.26885, -0.36491)
H (-3.87501, -0.94340, -0.08622)
H (-3.51181, 1.81528, 0.41134)
H (-1.38930, 2.72905, 0.06331)

Output
F_max = 0.076 Eh/bohr
M = 147.18 g mol⁻¹
gap between HOMO and LUMO = 9.79 eV
SMILES string = CN1Cc2ccccc2C1=O

Atom charges from the Mulliken analysis, given in e for atoms 1 to 8: number 1, C, carries -0.973; number 2, N, carries 0.119; number 3, C, carries -0.611; number 4, C, carries 0.007; number 5, C, carries -0.272; number 6, C, carries -0.661; number 7, C, carries -0.296; number 8, C, carries -0.340

Question: What is the formula in the second record?
Answer: C40H98N4O11

Question: Among the records above, which one has the highest gap between HOMO and LUMO?
Answer: C4H16O4

Question: Which formula does entry 6 have?
Answer: C9H9NO